Record 1
DFT (the ωB97M-V functional and the def2-TZVPD basis) results for a structure of composition C3H7N3O2 at a distorted geometry.

Structure (XYZ):
```
15
Properties=species:S:1:pos:R:3:nbo_charge:R:1
C -2.5271 -0.2624 0.0578 -0.2957
C -0.2296 -0.0610 0.1169 0.2867
C 1.1117 -0.5055 -0.1115 0.4028
H -2.5234 0.8620 -0.6090 0.1968
H -2.5768 0.1818 1.1028 0.1970
H -3.3150 -1.1205 -0.1683 0.2036
H 1.2680 1.5913 -0.0693 0.4544
H 0.3339 -2.5298 0.4970 0.4576
H 2.3056 -2.3442 0.5630 0.3803
H 2.8223 -0.1324 -0.0288 0.3584
N -0.4464 1.1622 0.1978 -0.0856
N 1.1711 -1.8650 0.1039 -0.8242
N 1.9938 0.4544 -0.1943 -0.7375
O -1.3156 -0.8493 -0.3413 -0.5208
O 0.3814 2.1247 0.0389 -0.4737
```

E_HOMO = -0.3272 Ha
spin multiplicity = 1
ΔE to the lowest compared entry with this formula, charge and spin = 175.0 kcal/mol


Record 2
DFT (the ωB97M-V functional and the def2-TZVPD basis) results for a structure of composition C13H21F6N6O4S3V.

Structure (XYZ):
```
54
Properties=species:S:1:pos:R:3:nbo_charge:R:1
V 0.3753 -0.3312 0.1000 1.1032
F 2.5389 1.5012 3.4645 -0.2948
C 1.3007 1.7840 3.0889 0.7516
F 0.8045 2.7319 3.8562 -0.2797
F 1.3143 2.2169 1.8262 -0.3112
S 0.2166 0.2502 3.2581 2.2294
O -0.5509 0.1886 1.9915 -0.9804
O -0.4971 0.4651 4.4620 -0.8450
N 1.1867 -0.9976 3.3314 -1.1624
S 1.8607 -1.4769 2.0053 2.1710
O 1.1256 -2.4862 1.2552 -0.8966
O 2.3040 -0.3479 1.1323 -0.9731
C 3.4220 -2.2224 2.6742 0.7806
F 3.1249 -3.3995 3.1921 -0.2833
F 4.2738 -2.3660 1.6722 -0.2894
F 3.9344 -1.4283 3.5900 -0.2798
S 1.5557 -0.5992 -2.0034 -0.2529
C 2.5321 0.8261 -2.1357 0.3707
N 3.4147 1.1491 -1.1981 -0.5763
C 4.2839 2.3245 -1.2629 -0.2191
C 3.6151 3.3899 -2.1113 -0.4251
C 3.2350 2.7912 -3.4529 -0.2201
N 2.4343 1.5863 -3.2209 -0.5657
H 3.4192 0.5594 -0.3792 0.4420
H 5.2460 2.0349 -1.6918 0.2096
H 4.4596 2.6675 -0.2452 0.2280
H 4.2819 4.2387 -2.2518 0.2453
H 2.7174 3.7514 -1.6052 0.2172
H 4.1223 2.5334 -4.0350 0.2094
H 2.6307 3.4796 -4.0401 0.2274
H 1.7875 1.2642 -3.9220 0.4297
C -4.3128 -3.0207 0.8440 -0.4196
C -2.9274 -2.9649 1.4491 -0.2124
N -2.0465 -2.2555 0.5286 -0.5874
C -2.4138 -1.1747 -0.1877 0.6739
N -1.4498 -0.4137 -0.7161 -0.7188
C -1.8586 0.6553 -1.6380 -0.2364
C -3.1779 0.3512 -2.3098 -0.4207
C -4.2111 0.1090 -1.2336 -0.1983
N -3.7282 -0.9290 -0.3220 -0.4081
C -4.7408 -1.6100 0.4931 -0.2027
H -5.0221 -3.4506 1.5503 0.2381
H -4.3078 -3.6441 -0.0515 0.2195
H -2.5108 -3.9588 1.5990 0.2258
H -2.9519 -2.4593 2.4194 0.1969
H -1.0615 -2.4587 0.5930 0.4189
H -1.0575 0.7787 -2.3685 0.2015
H -1.9518 1.6002 -1.0876 0.1833
H -3.0860 -0.5433 -2.9308 0.2175
H -3.4874 1.1747 -2.9525 0.2346
H -5.1460 -0.2547 -1.6608 0.2150
H -4.4354 1.0262 -0.6796 0.1994
H -5.6649 -1.6109 -0.0832 0.2180
H -4.9200 -1.0254 1.4007 0.2021
```

<S²> = 0.78
charge = +1
E_HOMO (alpha / beta) = -0.3918 / -0.3723 Ha
spin multiplicity = 2
ΔE to the lowest compared entry with this formula, charge and spin = 0.0 kcal/mol


Record 3
DFT (the ωB97M-V functional and the def2-TZVPD basis) results for a structure of composition C3H7NO3S at a distorted geometry.

Structure (XYZ):
```
15
Properties=species:S:1:pos:R:3:nbo_charge:R:1
C 0.2099 -1.7641 0.0976 -0.0965
C 1.2580 -0.9977 -0.6663 -0.6583
C -1.5835 1.4096 0.5161 -0.4662
N -0.4629 0.5543 0.8797 -0.3444
O 1.8046 1.3320 0.5067 -0.9292
O 0.3510 1.3802 -1.4699 -0.9345
O -0.9685 -1.0278 0.3320 -0.4295
S 0.8269 0.7582 -0.2773 2.2636
H -0.1738 -2.5434 -0.5237 0.2140
H 0.5956 -2.1191 1.0077 0.1817
H 2.1707 -1.1172 -0.1169 0.2483
H 1.3414 -1.0052 -1.7681 0.2604
H -1.6190 1.4836 -0.5338 0.2253
H -2.5229 1.2222 1.0458 0.2361
H -1.2276 2.4343 0.9703 0.2292
```

E_HOMO = -0.3784 Ha
spin multiplicity = 1
ΔE to the lowest compared entry with this formula, charge and spin = 86.6 kcal/mol


Record 4
DFT (the ωB97M-V functional and the def2-TZVPD basis) results for a cluster of 2 separate species, CH2ClI in total at a distorted geometry.

Structure (XYZ):
```
5
Properties=species:S:1:pos:R:3:nbo_charge:R:1
C -0.3881 0.2573 -0.3112 -0.3844
Cl -0.8788 1.1567 -1.5958 0.0567
I 1.9765 -1.1478 2.1030 -0.0317
H 0.4195 -0.2484 -0.5661 0.1711
H -1.1291 -0.0178 0.3701 0.1883
```

E_HOMO (alpha / beta) = -0.3798 / -0.3166 Ha
spin multiplicity = 1
ΔE to the lowest compared entry with this formula, charge and spin = 55.0 kcal/mol


Record 5
DFT (the ωB97M-V functional and the def2-TZVPD basis) results for an isolated molecule of C6H10.

Structure (XYZ):
```
16
Properties=species:S:1:pos:R:3:nbo_charge:R:1
C -1.2423 -0.5429 1.6334 -0.4127
C -1.1916 0.1770 0.5190 -0.1579
C -0.8909 -0.4589 -0.8183 -0.4393
C 0.6233 -0.6335 -1.0906 -0.4333
C 1.2741 0.6898 -0.7996 -0.1867
C 1.5811 1.0555 0.4417 -0.3943
H -0.9891 -1.6020 1.6096 0.1859
H -1.5093 -0.1160 2.5938 0.2008
H -1.3593 1.2540 0.5573 0.2026
H -1.3934 -1.4314 -0.8236 0.2150
H -1.3330 0.1442 -1.6206 0.2081
H 1.0263 -1.4156 -0.4341 0.2074
H 0.7839 -0.9641 -2.1253 0.2126
H 1.2909 1.4201 -1.6091 0.1967
H 1.8087 2.0826 0.7061 0.1988
H 1.5206 0.3412 1.2604 0.1962
```

SMILES string = C=CCCC=C
E_HOMO = -0.3447 Ha
spin multiplicity = 1
ΔE to the lowest compared entry with this formula, charge and spin = 29.6 kcal/mol


Record 6
DFT (the ωB97M-V functional and the def2-TZVPD basis) results for a cluster of 2 separate species, C4H9N2O in total at a distorted geometry.

Structure (XYZ):
```
16
Properties=species:S:1:pos:R:3:nbo_charge:R:1
C -0.3682 1.9522 -0.0317 0.4634
C -0.1753 3.1379 -0.3831 -0.4949
C 1.6129 -2.6964 -0.7913 -0.0294
C -1.9319 0.2917 0.4021 -0.4331
N 1.8201 -2.0201 0.2757 -0.0686
N -0.5821 0.7763 0.2044 -0.4762
O 0.9759 -1.0948 0.8157 -0.6191
H -0.1154 3.5376 -1.3694 0.2852
H -0.2157 4.0134 0.4157 0.2965
H 0.6636 -2.6727 -1.4012 0.2425
H 2.3300 -3.4833 -0.8771 0.2194
H -2.6306 1.0056 -0.1267 0.2260
H -2.1718 -0.7263 0.0166 0.2389
H -2.1534 0.2819 1.4657 0.2367
H 2.6733 -2.2759 0.8446 0.4236
H 0.2686 -0.0273 0.5400 0.4891
```

charge = +1
E_HOMO (alpha / beta) = -0.5208 / -0.5208 Ha
spin multiplicity = 1
ΔE to the lowest compared entry with this formula, charge and spin = 126.7 kcal/mol